102
Properties=species:S:1:pos:R:3 method="wB97M-V/def2-TZVPD" relative_energy_ev=0.668 energy_ev=-54368.8320 total_charge=-1 homo_lumo_gap_ev=8.169
O -2.526 -1.262 -0.642
H -0.171 5.685 0.221
H -1.316 -4.842 0.970
O 3.523 -2.556 0.675
C -0.869 -3.904 0.922
H 2.437 -0.615 3.234
H 2.652 -2.782 2.532
H -2.170 0.788 -2.424
H 0.177 3.732 1.619
H -0.412 -3.285 -2.571
H 0.674 4.914 -1.132
C 0.142 3.627 0.584
C -2.749 1.678 -2.185
C 0.097 3.064 -3.507
H 1.001 -0.310 5.178
H -0.103 3.007 -2.467
H 0.100 -0.640 1.245
O -1.311 0.625 0.607
O -1.360 -3.439 -1.300
H -3.866 3.213 1.841
H 3.238 -2.538 -0.970
H 2.835 1.087 -0.790
H -0.079 -3.910 1.678
H -3.842 -2.748 -0.070
H 4.045 2.241 -2.257
H -3.316 -1.739 1.307
H 3.738 3.643 -1.338
H 3.936 -0.714 2.430
H -1.697 -2.614 -1.010
O -3.312 1.211 2.024
C -0.391 -4.082 -4.475
H -0.200 0.911 -3.879
H -0.807 1.222 4.259
C 0.998 1.785 4.340
H -2.055 -4.352 -3.442
C 0.034 0.244 0.655
H 1.538 5.245 0.346
H 2.554 -3.579 -2.121
C 2.593 -2.118 1.656
C -3.685 2.590 3.881
H 0.893 2.973 0.191
H 1.369 0.965 6.411
H -1.657 -3.146 1.215
H 0.541 0.994 1.131
H -2.812 1.481 -0.217
O -1.223 -0.307 3.287
N 2.279 -1.929 -3.832
H -3.675 3.625 4.186
N 3.124 -2.730 -1.992
H 2.495 0.393 5.289
H -0.932 -0.275 2.332
H -4.710 2.196 4.007
H 0.805 -2.641 -3.625
H 1.542 -2.204 1.398
O 0.846 1.864 -5.289
O 3.414 -0.417 -2.397
O -3.458 1.635 -0.972
H 1.501 1.425 -3.407
H 0.880 3.852 -3.604
H 1.129 1.311 3.378
H 1.503 -0.235 -0.798
H 0.210 0.799 -1.435
C -0.925 -1.610 3.782
H -2.127 2.565 -2.267
C 3.366 2.691 -1.604
H -0.049 -0.899 -1.141
N 0.040 -3.368 -3.506
C 0.431 -0.034 -0.774
N -1.518 -4.660 -4.214
C 0.534 4.959 -0.032
H 1.599 2.630 4.280
H 2.421 2.710 -2.122
C 0.567 1.671 -3.953
H 0.132 -4.635 -0.795
C -3.229 2.567 2.448
H -2.479 0.975 1.566
H -4.504 -1.116 0.007
H -1.967 -5.296 -4.897
H 4.274 -2.998 1.091
H 2.559 -2.655 -4.529
H -2.133 2.890 2.471
H -1.813 -2.264 3.610
H -0.745 3.338 -4.038
C 2.877 -1.682 -2.718
O 0.319 -4.242 -5.676
H -1.992 -0.587 -0.220
H 0.009 -2.021 3.394
C -3.572 -1.715 0.225
C 1.488 0.703 5.349
H 0.591 -3.007 -0.506
H 2.601 0.036 1.557
H -0.870 -1.415 4.854
C -0.244 -3.717 -0.431
O -1.070 3.169 0.022
H -3.461 1.644 -2.958
H 2.109 -1.050 -4.366
H -1.136 2.194 0.184
H 1.018 1.006 -5.714
H -3.070 1.989 4.564
O -0.373 2.033 4.493
C 2.847 -0.759 2.256
O 3.316 1.825 -0.523


38
Properties=species:S:1:pos:R:3 method="wB97M-V/def2-TZVPD" relative_energy_ev=0.314 energy_ev=-149036.7763 spin_multiplicity=6 homo_lumo_gap_ev="8.131 / 6.952" s2=8.759
F 2.392 -1.156 1.146
H -3.649 -0.796 2.369
O 1.332 -2.130 -1.323
O 1.583 -0.506 -3.790
P 1.842 0.895 -1.536
N 0.562 1.073 2.656
O 1.140 1.197 -0.246
H 1.234 -3.080 -1.179
H -0.937 0.325 -3.939
C 0.783 -0.029 -2.720
H -1.364 -0.997 3.065
N -1.545 -1.069 2.068
C 0.956 1.639 3.604
Fe 0.135 -0.042 1.054
H -3.622 1.544 1.532
C -0.265 0.908 -3.309
H -2.380 1.348 2.771
C -2.679 1.045 1.765
H 2.739 2.849 -1.779
Se 1.520 2.505 5.044
H 1.695 -1.678 2.956
H -1.285 2.369 0.951
O 3.199 0.115 -1.354
H 2.019 -1.322 -3.517
N -1.591 1.410 0.851
P -0.043 -1.429 -1.828
C -2.842 -0.466 1.712
O 2.266 2.198 -2.315
O -0.822 -2.326 -2.686
H -3.080 -0.781 0.696
H -0.846 1.397 -2.527
H -1.846 1.241 -0.116
H 0.220 1.671 -3.915
F 1.015 -2.865 1.508
O -0.702 -0.747 -0.626
H 3.088 -0.683 -0.808
C 1.283 -1.581 1.951
H -1.504 -2.050 1.813


101
Properties=species:S:1:pos:R:3 method="wB97M-V/def2-TZVPD" relative_energy_ev=0.000 energy_ev=-78725.6624 spin_multiplicity=5 homo_lumo_gap_ev="5.218 / 7.291" s2=6.062
H -0.298 0.315 -2.018
H 1.871 -6.318 -1.300
H -1.313 -3.608 -4.444
H -3.050 -0.111 3.536
C 0.814 -3.219 -4.651
C 1.399 -4.906 -2.850
C 3.388 0.748 -2.666
C 1.658 -2.738 1.324
H 2.911 -3.224 -5.228
C 1.099 -2.616 -2.199
H 2.102 -4.769 -5.507
C -2.193 0.853 -1.072
C 2.551 3.015 2.382
H -1.397 3.190 1.309
H 0.842 -1.584 -2.403
H -0.860 -2.706 1.853
H -1.908 2.703 -2.175
C 1.653 -2.037 2.590
H -1.867 -1.868 3.021
C 2.200 4.337 2.635
H -4.424 1.050 1.727
C 1.651 2.289 -1.262
H -3.928 -0.404 -1.519
H -2.868 -2.086 -1.186
F 1.127 8.263 3.384
C 2.808 0.314 -1.497
C 1.974 -3.687 -5.545
H -4.214 -1.107 2.180
C 1.962 -2.689 3.786
H -2.657 2.933 -0.596
H 1.519 -1.158 -4.521
Si -1.649 0.131 0.697
C -3.676 0.651 -1.407
N 1.387 -2.123 0.202
H 3.578 4.618 4.278
H 1.650 -0.076 5.901
H 2.059 2.445 1.601
H -4.326 1.082 -0.643
H -2.493 1.395 4.258
H 1.787 -3.410 -6.584
H -4.043 2.465 2.713
C 3.068 2.002 -3.178
H -0.930 2.599 -0.705
H 1.387 -5.674 -3.611
H 4.094 0.112 -3.183
H -1.614 3.187 3.058
C -3.713 1.868 1.854
C -1.344 2.562 2.199
H 3.052 -0.653 -1.079
C -2.282 0.660 3.473
H 3.496 2.361 -4.102
H -1.315 0.207 3.693
H 3.315 2.508 2.956
C 2.458 6.396 3.920
C 0.845 6.301 2.111
C -4.014 -1.526 1.193
C 1.670 -5.284 -1.549
H -0.727 -3.652 -6.114
H 2.208 -3.746 3.772
H -3.909 1.145 -2.359
H 0.985 2.892 -0.665
Ir 0.778 0.044 0.694
H -4.458 -2.528 1.168
C -2.300 -2.475 -0.341
H -3.765 2.509 0.975
C -1.369 0.176 -2.178
H 0.481 -1.505 -5.910
H -1.561 -0.897 -2.230
H -0.305 2.241 2.329
H -2.640 -3.502 -0.161
H -4.528 -0.918 0.450
C 1.201 4.996 1.866
C -1.882 -2.422 2.084
C 0.637 -1.712 -4.850
C 2.192 2.775 -2.430
C 2.814 5.091 3.673
C 1.301 0.006 3.789
C -0.484 -3.918 -5.083
C 1.375 -2.974 -0.880
I 1.654 4.705 -3.065
N 1.905 1.047 -0.804
C 1.956 -1.989 4.976
C -1.903 2.358 -1.134
C 1.116 -3.573 -3.198
S 1.942 -4.452 1.145
H -0.390 -5.003 -5.021
C 1.637 -0.634 4.973
H -1.247 -2.518 -0.625
C 1.283 -0.668 2.565
C 1.476 6.988 3.139
C 1.659 -4.306 -0.565
H 1.053 1.061 3.826
H 2.924 6.969 4.711
H -1.624 0.611 -3.153
C -2.288 1.355 2.106
C -2.505 -1.634 0.926
H 2.198 -2.492 5.904
H 0.713 4.448 1.070
H -2.456 -3.342 2.247
H 0.083 6.798 1.525
H -0.232 -1.336 -4.305


16
Properties=species:S:1:pos:R:3 method="wB97M-V/def2-TZVPD" relative_energy_ev=1.092 energy_ev=-7393.6733 homo_lumo_gap_ev=10.668
H 0.243 -2.183 -0.102
H -0.319 -0.384 2.565
O -0.561 1.545 -0.211
H 0.839 1.251 1.309
C -0.858 -0.003 1.691
C 0.780 -0.093 -0.424
C 0.330 1.119 -1.252
H 1.121 1.859 -1.438
C 0.107 -1.389 -0.846
H 0.522 -1.741 -1.797
H -1.399 -0.831 1.225
H -0.201 0.906 -2.189
H -0.969 -1.234 -0.991
H -1.594 0.729 2.038
H 1.861 -0.227 -0.311
C 0.098 0.676 0.732


16
Properties=species:S:1:pos:R:3 method="wB97M-V/def2-TZVPD" relative_energy_ev=1.426 energy_ev=-4341.1027 homo_lumo_gap_ev=11.804 smiles=CC.CC
H 0.727 0.951 1.447
C -0.949 0.440 -0.952
C 0.901 -1.063 1.364
H -1.950 0.795 -0.621
C 0.928 0.241 2.231
H 0.195 -0.020 -2.660
C -0.801 0.394 -2.470
H -0.732 -0.526 -0.516
H 0.491 -0.756 0.350
H -0.043 0.309 2.668
H 1.797 0.603 2.780
H -0.180 0.934 -0.345
H 1.847 -1.396 0.887
H 0.194 -1.847 1.641
H -0.908 1.317 -2.993
H -1.517 -0.374 -2.810


84
Properties=species:S:1:pos:R:3 method="wB97M-V/def2-TZVPD" energy_ev=-90448.4310 total_charge=+1 homo_lumo_gap_ev=9.455
C -5.466 7.958 0.693
H 1.473 -0.251 -0.001
O 0.436 3.413 -3.342
N 6.312 -6.021 -3.956
I -3.930 -3.682 1.645
N 1.233 3.356 -2.441
H 4.423 -4.051 -1.987
H -5.391 8.914 0.190
H 3.430 -2.830 2.109
C 2.521 -2.874 2.727
N 3.099 -2.707 -2.888
H -1.200 -1.317 0.938
H 5.185 -2.648 -2.789
O 1.064 3.822 -1.327
H 2.629 1.859 -2.005
O -3.622 7.524 -0.641
C 1.445 -0.671 0.997
H -6.106 -2.055 1.620
C -3.198 2.072 -4.754
H 3.318 3.418 -2.537
H -6.407 7.466 0.469
O 2.819 -2.001 -1.926
O -3.791 3.416 -1.929
F -0.443 3.514 2.034
O 4.615 -4.091 8.742
H 4.513 -3.978 -3.770
H 2.397 -0.448 1.458
C 2.536 2.685 -2.705
N -3.190 0.887 -5.654
C -5.080 -1.893 1.327
H 4.099 -4.287 6.218
H -3.910 0.917 0.838
O 2.385 -2.865 -3.840
O 2.599 -2.983 3.946
N -4.376 7.078 0.191
C 6.221 -7.361 -4.598
H -2.451 1.901 -3.985
H 0.422 -2.449 0.311
H 6.914 -8.016 -4.080
H 0.619 1.740 0.741
C -0.669 2.205 2.351
H -2.944 2.939 -5.355
C 3.325 -3.861 6.849
H -0.960 4.367 -0.839
O -4.314 5.957 0.655
C 0.522 1.446 1.778
O 1.320 -2.839 2.093
C -4.426 -0.733 2.103
H -0.891 0.224 0.094
F -2.006 -0.017 3.152
H 6.483 -7.256 -5.644
O -4.213 0.250 -5.761
O -2.147 0.636 -6.217
O 6.047 -5.956 -2.773
H -3.252 -0.568 0.278
C -0.982 -0.265 1.055
H 2.143 -2.468 0.209
C -1.991 4.607 -1.087
H -2.650 2.213 2.334
H -0.707 2.139 3.435
N 3.551 -4.361 8.233
N -2.638 3.363 -1.571
H -5.084 -1.708 0.265
C 4.412 -3.407 -2.859
C 1.317 -2.166 0.843
C -2.114 0.373 1.816
H -2.558 4.947 -0.225
O 2.663 -4.997 8.754
H -3.937 -1.166 2.959
H 2.538 2.333 -3.729
C -3.449 0.000 1.178
H 5.199 -7.709 -4.479
H -5.235 -0.082 2.405
H -4.185 2.171 -4.321
Cl 1.942 1.874 2.701
H 3.403 -2.780 6.877
O 6.639 -5.080 -4.642
H -5.330 8.062 1.764
O -1.970 2.344 -1.571
H -2.035 5.340 -1.886
N -1.924 1.806 1.752
H 0.304 -0.423 2.706
H 2.341 -4.174 6.524
N 0.318 -0.045 1.755


96
Properties=species:S:1:pos:R:3 method="wB97M-V/def2-TZVPD" relative_energy_ev=3.493 energy_ev=-144678.5454 total_charge=+2 homo_lumo_gap_ev=7.244
H -2.167 1.208 -5.179
H -0.211 4.880 -2.621
C -0.331 -3.261 -1.303
H 2.017 2.192 -2.492
O 0.047 2.812 2.881
Bi 0.145 -0.492 -0.024
C -4.560 -3.039 0.788
C -1.812 3.244 -4.516
H 1.474 -0.035 -3.790
C -0.073 -2.667 -2.671
C -5.081 1.654 -0.150
C -2.842 -1.465 1.416
C 4.873 2.099 -1.033
N 0.593 -1.514 -2.676
H 6.544 0.005 -1.371
H -2.698 -3.555 1.762
H 2.981 -2.656 3.334
C 0.008 -1.084 3.819
H 3.248 -3.313 -0.012
N 1.441 -1.275 1.809
C -2.464 1.885 -4.369
C 0.129 4.352 -3.515
H 2.178 -2.244 -0.930
C -5.606 0.396 -0.206
H 1.301 1.955 0.452
N 3.946 -1.352 -0.253
C 1.989 1.794 -0.386
C -4.859 -0.694 0.300
N 0.061 1.626 -1.898
N -1.926 1.438 -3.095
C -0.016 -1.656 5.220
H 2.326 -1.604 1.434
H 2.848 2.415 -0.158
H -6.297 -2.238 -0.156
H -0.775 -5.047 -0.240
H -3.352 2.818 0.450
H -1.057 -4.199 -3.814
N 2.332 0.364 -0.425
C 3.209 -2.502 -0.740
N -1.600 -1.106 1.990
C -3.594 -0.404 0.850
C -1.266 -1.546 3.119
N -0.588 3.101 -3.724
C 0.557 -1.511 -5.059
C -0.498 -3.275 -3.843
C 0.883 1.022 4.978
H 5.702 -2.168 -1.078
H 0.851 -1.035 -5.983
C 3.576 -0.038 -0.489
H -0.024 -5.317 -1.832
C 1.084 0.335 6.112
H -0.457 -2.635 5.355
C -0.734 -4.708 -1.271
H 1.581 0.785 6.958
H -1.716 -4.846 -1.728
H 3.644 -2.862 -1.678
C 0.525 -1.002 6.248
C -0.730 2.059 -2.830
H 5.879 2.195 -1.436
H 5.752 -1.926 0.670
C -5.326 -2.031 0.273
H 4.794 2.772 -0.179
N 4.695 0.701 -0.667
H -2.441 4.041 -4.105
H -0.079 4.986 -4.375
H -6.592 0.217 -0.614
H 1.180 2.058 4.887
C 0.165 0.441 3.867
C -0.186 -2.679 -5.056
H -2.103 -0.047 -1.636
C 5.915 -0.079 -0.483
C 1.320 2.316 -1.649
C 5.402 -1.497 -0.269
H -5.628 2.509 -0.519
H -0.508 -3.130 -5.985
H -4.910 -4.061 0.763
C -2.205 0.076 -2.710
Br 0.562 -1.778 7.962
H 1.181 3.385 -1.485
H 1.204 4.212 -3.474
C 0.917 -0.959 -3.840
C -3.309 -2.752 1.372
C -3.795 1.829 0.408
S -0.402 1.425 2.689
H 6.480 0.297 0.371
H -1.911 -2.212 3.696
N 2.125 -2.325 3.749
H 4.179 2.399 -1.816
H -1.565 -0.643 -3.229
N -3.072 0.852 0.892
H -3.552 1.931 -4.335
H -1.570 3.490 -5.549
N -0.150 -2.616 -0.230
H 1.975 -2.486 4.733
H -3.241 -0.142 -2.964
C 1.258 -1.600 3.044


18
Properties=species:S:1:pos:R:3 method="wB97M-V/def2-TZVPD" relative_energy_ev=3.687 energy_ev=-7870.6040 total_charge=+1 homo_lumo_gap_ev=10.762
H -0.011 0.670 1.581
C -0.195 0.875 0.590
C 1.000 -1.285 0.722
H 2.526 0.327 -0.340
H 1.854 -0.361 -1.723
N 0.494 -0.158 -0.142
H -0.209 1.983 0.247
H 1.138 -2.124 0.108
H 1.563 1.295 -1.375
O -2.284 -0.094 -0.979
C -2.178 0.314 0.357
H 0.253 -1.559 1.508
H -2.089 -0.587 0.859
H -2.767 1.241 0.757
H -0.277 -0.665 -0.890
H 1.960 -0.942 1.175
H -2.443 0.738 -1.469
C 1.664 0.330 -0.985


24
Properties=species:S:1:pos:R:3 method="wB97M-V/def2-TZVPD" energy_ev=-27047.1295 homo_lumo_gap_ev=8.229
C 0.694 -2.849 -2.681
H -1.241 0.734 -3.233
C 0.562 2.607 3.524
C -0.719 1.406 -1.188
H 0.923 2.469 4.520
H -2.028 3.210 -3.743
H -0.755 4.796 1.300
C -1.615 2.845 -2.803
H 0.286 -3.847 -2.854
C 0.572 1.505 2.651
C -1.191 1.546 -2.516
H 0.412 -2.191 -3.506
C -0.366 3.881 1.727
S -1.419 3.880 -1.450
H 0.895 0.519 2.962
C 0.081 3.831 3.039
H 0.048 -1.431 1.015
C -0.752 2.586 -0.485
N 0.187 1.600 1.392
C -0.320 2.742 0.890
H 1.785 -2.903 -2.633
H 0.294 -2.464 -1.727
Hg -0.210 -0.361 -0.238
H 0.073 4.705 3.695